{"formula": "C6H8N", "method": "wB97M-V/def2-TZVPD", "lumo_energy_ev": [-5.33, -7.01], "charge": 1, "e_homo_ha": [-0.5239, -0.5012], "species": ["C", "C", "C", "C", "C", "C", "N", "H", "H", "H", "H", "H", "H", "H", "H"], "xyz": [[-0.748736, 1.355206, -0.025729], [0.374801, 0.897914, 0.597167], [1.739123, 0.559141, 0.052835], [1.258527, -0.875394, -0.102692], [-1.381718, -0.849665, 0.746094], [-0.029574, -0.525442, 0.332165], [-1.257196, 0.191006, -0.360897], [-1.020420, 2.354727, -0.396829], [1.929231, 1.159424, -0.849169], [2.618812, 0.578449, 0.637191], [1.356789, -1.377861, -1.013324], [1.748447, -1.517071, 0.580187], [-1.782396, -1.807611, 0.327833], [-1.980247, -0.375693, 1.550734], [-2.825445, 0.232869, -2.075562]], "atomic_forces_ev_per_a": [[0.14, 3.70, -0.15], [1.35, -1.46, 0.74], [0.60, 1.27, -1.50], [2.00, -0.69, -1.48], [-0.98, -0.91, -0.90], [-3.32, 1.40, 4.63], [-1.79, -1.92, -2.36], [-0.33, -0.64, 0.17], [0.12, -0.41, 0.13], [0.69, 0.54, 1.08], [0.13, -0.49, -1.79], [0.33, -0.73, 1.13], [0.22, 1.02, 0.46], [1.04, -0.70, -0.01], [-0.20, 0.02, -0.15]]}

---

{"formula": "C6H8N", "method": "wB97M-V/def2-TZVPD", "lumo_energy_ev": [-6.18, -6.18], "charge": 1, "e_homo_ha": [-0.5647, -0.5646], "smiles": "CC1=[N+](C)CC#C1", "species": ["C", "C", "C", "C", "C", "C", "N", "H", "H", "H", "H", "H", "H", "H", "H"], "xyz": [[-1.740503, -0.760574, 0.125927], [-2.384342, 0.297070, -0.129059], [-0.364199, -0.834711, 0.231966], [-1.289464, 1.185475, -0.387950], [0.553019, -1.896173, 0.693867], [1.175372, 1.082502, -0.293391], [-0.064900, 0.424698, -0.107061], [-1.289299, 1.250798, -1.464407], [-1.399046, 2.135360, 0.078138], [0.021786, -2.602347, 1.434980], [1.516470, -1.695641, 1.101538], [0.781321, -2.677441, -0.056442], [1.589743, 0.720872, -1.167149], [1.927229, 1.174535, 0.499863], [0.966816, 2.195578, -0.560816]], "atomic_forces_ev_per_a": [[-3.10, 1.34, -0.40], [-0.39, -4.02, 1.16], [1.54, 0.86, 0.43], [0.48, 0.03, -1.15], [-1.25, -2.98, 0.42], [0.59, 3.49, 0.14], [0.16, -0.11, 1.52], [-0.04, 0.75, -0.70], [0.55, 0.83, 0.42], [0.49, 1.51, -0.79], [0.48, 1.12, 0.30], [-0.33, 0.69, -0.42], [1.40, -0.92, -1.71], [-0.59, -0.75, 0.22], [-0.01, -1.85, 0.56]]}

---

{"formula": "C6H8N", "method": "wB97M-V/def2-TZVPD", "lumo_energy_ev": -3.34, "charge": 1, "e_homo_ha": -0.4689, "smiles": "C[NH2+]C=C=C1C=C1", "species": ["C", "C", "C", "C", "C", "C", "N", "H", "H", "H", "H", "H", "H", "H", "H"], "xyz": [[-1.478138, 0.248549, -1.341204], [-0.563359, -0.227919, -0.527852], [-2.630484, 0.908181, -1.921998], [-1.518715, 0.884255, -2.673525], [0.310859, -1.015405, 0.000763], [1.152474, -0.106397, 2.262394], [1.453659, -0.408669, 0.741493], [-3.662868, 1.469131, -1.853562], [-0.843148, 1.166545, -3.468336], [0.373534, -2.045772, -0.149888], [1.968838, 0.514529, 2.720545], [0.219036, 0.436973, 2.388690], [1.184176, -1.150699, 2.744439], [2.226518, -1.154355, 0.894945], [1.807619, 0.481054, 0.183095]], "atomic_forces_ev_per_a": [[0.19, 0.87, -1.21], [-1.18, 0.54, -0.48], [-0.09, 1.54, -0.93], [-1.16, -0.74, 2.22], [0.26, 1.27, -0.02], [1.14, -0.94, 0.12], [1.85, 0.55, 1.33], [2.22, -1.66, 0.17], [-0.46, -0.04, -0.10], [0.24, -1.55, 0.08], [-0.56, -0.68, -0.77], [-0.09, -0.39, -0.29], [-0.47, 1.80, -0.58], [-1.22, 1.82, -1.18], [-0.69, -2.39, 1.63]]}

---

{"formula": "C6H8N", "method": "wB97M-V/def2-TZVPD", "lumo_energy_ev": -7.56, "charge": 1, "e_homo_ha": -0.5782, "species": ["C", "C", "C", "C", "C", "C", "N", "H", "H", "H", "H", "H", "H", "H", "H"], "xyz": [[0.711174, 2.371707, 0.314995], [0.435599, 1.433643, -0.440052], [2.700124, -0.328597, 0.030994], [1.593153, -0.954675, -0.120943], [-2.313179, 0.318481, -0.103738], [-1.045670, -0.420068, 0.032284], [0.166715, 0.201446, -0.314472], [3.466878, -1.053453, -0.084873], [2.772964, 0.790581, 0.023321], [1.214698, -1.884052, 0.295747], [-3.099289, -0.107292, 0.489344], [-2.108028, 1.356884, 0.373557], [-2.621575, 0.438530, -1.129838], [-1.147579, -1.535491, -0.420115], [-0.725987, -0.627645, 1.053788]], "atomic_forces_ev_per_a": [[1.26, 4.24, 2.65], [-1.77, -4.90, -2.48], [0.06, 1.64, -0.93], [-3.31, 1.51, 0.63], [0.62, 3.05, 1.21], [-0.88, -3.69, -0.67], [3.29, -0.87, -0.32], [1.53, -0.08, 0.71], [0.40, -1.23, -0.18], [-0.20, -0.06, -0.96], [-0.30, -0.47, 0.13], [-0.70, -1.41, -0.97], [-0.11, 0.04, -0.29], [0.74, 2.53, 0.67], [-0.64, -0.31, 0.79]]}

---

{"formula": "C6H8N", "method": "wB97M-V/def2-TZVPD", "lumo_energy_ev": [-4.87, -6.62], "charge": 1, "e_homo_ha": [-0.4468, -0.5539], "spin_multiplicity": 3, "species": ["C", "C", "C", "C", "C", "C", "N", "H", "H", "H", "H", "H", "H", "H", "H"], "xyz": [[-1.957651, 0.194366, 0.093408], [-0.715659, 0.131130, 0.146693], [0.492577, 1.046250, -0.351148], [0.644939, -0.748478, 0.378780], [-3.363692, 0.256538, -0.194881], [2.987153, 0.204891, -0.117353], [1.533156, 0.310720, -0.128276], [0.837982, -0.962722, 1.515779], [0.605665, -1.602030, -0.213419], [-3.609633, 1.270179, -0.569111], [-3.920836, -0.026599, 0.634852], [-3.619909, -0.522301, -0.995708], [3.443319, 0.931955, 0.568966], [3.420067, 0.289748, -1.088638], [3.222526, -0.773645, 0.320054]], "atomic_forces_ev_per_a": [[-2.51, -0.44, -0.57], [7.64, 1.07, -0.83], [-0.52, 0.63, -0.03], [-1.59, -0.65, 4.37], [0.66, -0.23, -2.40], [0.36, 0.01, 1.19], [-2.64, -0.01, 0.20], [-0.25, 0.29, -2.19], [0.35, -1.59, -1.06], [-0.25, -0.49, 0.22], [-1.23, -0.13, 1.66], [0.50, 1.15, 0.87], [-0.42, 0.09, -0.35], [0.05, 0.12, -0.72], [-0.15, 0.18, -0.37]]}

---

{"formula": "C6H8N2", "method": "wB97M-V/def2-TZVPD", "lumo_energy_ev": [0.15, 0.15], "charge": 0, "e_homo_ha": [-0.2776, -0.2776], "species": ["C", "C", "C", "C", "C", "C", "N", "N", "H", "H", "H", "H", "H", "H", "H", "H"], "xyz": [[0.723202, 0.779115, -0.628129], [-1.045342, -0.807651, -1.881883], [-0.591177, 0.041559, -0.752255], [0.656228, 0.658183, 0.896035], [-0.533604, -1.420473, 1.266841], [1.038789, 1.536541, 1.814422], [-0.889817, -0.070261, 0.514703], [0.617553, -1.238113, 1.647584], [-1.306208, -2.164599, 1.392144], [1.503631, 0.147189, -1.070416], [0.842713, 1.792120, -1.020404], [-1.235141, -0.192878, -2.766290], [-1.954383, -1.354415, -1.629739], [-0.259146, -1.523255, -2.154115], [1.569606, 2.427838, 1.502285], [0.863096, 1.389100, 2.869217]], "atomic_forces_ev_per_a": [[-0.02, 0.02, 0.01], [-0.17, 0.04, -0.03], [0.38, -0.09, 0.48], [-1.25, 0.48, -0.69], [0.95, 0.04, 0.69], [-0.12, -0.25, -0.04], [1.21, 0.47, -0.02], [-0.96, -0.57, -0.36], [-0.02, -0.05, -0.18], [-0.03, -0.03, 0.05], [-0.01, -0.06, 0.00], [0.00, -0.05, 0.07], [0.06, 0.04, -0.02], [-0.05, 0.09, 0.09], [0.12, -0.12, -0.05], [-0.10, 0.03, 0.00]]}

---

{"formula": "C6H8N2", "method": "wB97M-V/def2-TZVPD", "lumo_energy_ev": 1.00, "charge": 0, "e_homo_ha": -0.3394, "smiles": "[H]/N=C(/C#CC)N1CC1", "species": ["C", "C", "C", "C", "C", "C", "H", "H", "H", "H", "H", "H", "H", "H", "N", "N"], "xyz": [[3.586331, -0.194687, -0.012304], [2.096615, -0.014283, -0.166856], [0.928792, 0.331171, -0.239677], [-0.465660, 0.855412, -0.247310], [-1.823303, -1.243414, 0.161525], [-2.737710, -0.054281, -0.046307], [3.882948, -1.200968, -0.442809], [3.947059, -0.175626, 1.064153], [4.164940, 0.632376, -0.484550], [-1.681642, 2.201722, -0.009976], [-1.463607, -1.419018, 1.142100], [-1.958467, -2.167223, -0.393638], [-3.630048, -0.065073, -0.726456], [-2.817498, 0.600391, 0.824692], [-0.692700, 2.031889, 0.123843], [-1.336056, -0.118389, -0.546424]], "atomic_forces_ev_per_a": [[0.02, -0.75, 0.29], [-0.31, 0.96, 0.34], [1.26, 0.08, 0.20], [3.21, -1.37, 1.44], [-0.49, -0.14, -0.18], [0.58, -0.38, -0.25], [-0.15, 1.30, 0.41], [-0.89, -0.15, -1.11], [-0.65, -0.68, -0.04], [-0.40, 0.29, 0.35], [0.34, 0.02, 0.99], [-0.02, 0.22, -0.21], [1.31, -0.06, 0.47], [-0.24, -0.25, -0.16], [-0.05, 1.19, -0.62], [-3.50, -0.28, -1.92]]}

---

{"formula": "C6H8N2", "method": "wB97M-V/def2-TZVPD", "lumo_energy_ev": 0.56, "charge": 0, "e_homo_ha": -0.3071, "smiles": "N#CC1=CNCCC1", "species": ["C", "C", "C", "C", "C", "C", "H", "H", "H", "H", "H", "H", "H", "H", "N", "N"], "xyz": [[2.687918, -0.086998, 0.004612], [1.255650, -0.067763, 0.048858], [0.633676, -1.278105, -0.071618], [-1.621359, -0.288201, 0.105681], [-0.933571, 1.009953, -0.339751], [0.462031, 1.195221, 0.173826], [1.092823, -2.236570, -0.113862], [-1.112884, -2.286628, 0.286809], [-2.646163, -0.368829, -0.394970], [-1.837057, -0.209691, 1.226344], [-0.882037, 0.964016, -1.469741], [-1.555704, 1.785147, 0.061560], [0.394473, 1.454491, 1.208221], [0.967268, 1.978764, -0.455700], [3.836541, -0.182722, -0.112056], [-0.741609, -1.382092, -0.158207]], "atomic_forces_ev_per_a": [[0.50, -0.12, -0.29], [0.18, -1.79, -0.18], [-0.98, 1.83, 0.27], [-0.74, 1.25, 1.20], [-0.69, -1.03, -1.51], [0.89, 0.17, -1.05], [0.78, -0.32, -0.08], [0.94, 1.78, -1.29], [1.53, -0.22, 0.45], [0.22, -0.10, -1.17], [-0.38, 0.47, 1.14], [-0.36, 0.82, -0.48], [0.35, 0.67, 0.73], [-0.46, -0.41, 1.01], [-0.73, 0.22, 0.25], [-1.05, -3.22, 0.99]]}